Here is 2 unconnected molecules or ions with the total composition C4H7ClN2 in a non-equilibrium geometry from the OMol25 dataset. Energies are from ωB97M-V/def2-TZVPD.

Each line ends with the Mulliken charge.
Element x y z (Å)
1 C -0.91671 -0.49371 0.74234  -0.52
2 C -1.08516 0.24352 -0.67495  -0.32
3 C 0.04544 1.21554 -0.64289  -0.60
4 C 1.13653 0.57982 0.20799  -0.43
5 N 0.39673 -3.41513 0.04920  -0.27
6 N 0.29807 -0.20303 1.12984  -0.10
7 Cl -0.94148 -2.93061 0.47890  0.22
8 H -0.93923 -0.57448 -1.30086  0.23
9 H -2.11505 0.69678 -0.87100  0.31
10 H 0.43526 1.46882 -1.63160  0.32
11 H -0.21487 2.24339 -0.31423  0.28
12 H 1.87908 -0.09235 -0.23750  0.33
13 H 1.37642 1.43116 0.93117  0.28
14 H 0.64495 -0.16970 2.13360  0.26

Values from the calculation:
Gap between HOMO and LUMO (spin up / spin down) in eV: 7.531 / 7.439
E in hartree: -726.049299

Here is 2 unconnected molecules or ions with the total composition C30H47N2O8S in a non-equilibrium geometry from the OMol25 dataset. Energies are from ωB97M-V/def2-TZVPD.

Each line ends with the Mulliken charge.
Element x y z (Å)
1 C 4.68846 0.83524 -1.57685  -1.26
2 C 3.45393 0.77989 -1.09622  -1.28
3 C 1.92556 0.82144 -0.52854  2.57
4 C 1.79729 -0.42374 0.47053  -0.06
5 C 2.63703 -1.75856 0.10078  0.29
6 C 2.02167 -3.01756 -0.68508  -0.46
7 C 2.87183 -4.33562 -1.01124  -0.56
8 C 4.38458 -4.50366 -0.57892  -0.51
9 C 5.00569 -3.27757 0.24588  -0.55
10 C 4.16384 -1.98698 0.56291  0.66
11 C 4.93859 -0.82439 1.42369  -1.29
12 O 1.91163 2.01994 0.36067  -0.58
13 S 0.44889 2.16688 1.16057  1.61
14 O 0.21038 3.67870 1.32938  -0.75
15 O 0.68191 1.65736 2.59582  -0.77
16 C -1.02676 1.44024 0.32515  -0.25
17 C -1.78360 0.46413 1.37430  -0.83
18 C -3.37715 0.25688 1.03120  -0.23
19 C -4.19385 -0.45863 2.22697  -0.01
20 O -5.22812 -1.30469 1.58408  -0.56
21 C -0.73422 0.73159 -1.15151  -0.50
22 N -1.09101 -0.69102 -0.99266  0.10
23 C -1.90115 1.35064 -2.08366  -1.55
24 C -1.96486 0.95059 -3.62293  0.80
25 C -2.79383 2.17005 -4.37139  -1.30
26 C -2.82786 -0.38795 -3.98044  -1.28
27 C 0.80658 1.02478 -1.67295  1.45
28 C 1.17257 -0.09303 -2.83139  0.26
29 C 1.88556 0.50489 -4.14307  -1.17
30 C 0.71984 2.54052 -2.27421  -0.71
31 C 2.06564 3.37755 -2.43210  -0.14
32 O 2.90961 3.35808 -3.37925  -0.53
33 O 2.35883 4.37999 -1.38424  -0.31
34 C 1.50936 5.50808 -1.77200  0.58
35 C 0.83812 6.52144 -0.68857  -0.90
36 O 1.20669 5.75110 -3.00616  -0.52
37 H 5.75156 0.98459 -2.00185  0.38
38 H 0.74031 -0.73742 0.79045  -0.38
39 H 2.29634 -0.07390 1.47317  0.65
40 H 0.93490 -3.03117 -1.05156  0.23
41 H 2.38722 -5.20779 -1.60974  0.30
42 H 4.98310 -5.45644 -0.85268  0.30
43 H 6.11537 -3.40579 0.57538  0.28
44 H 4.39192 0.18455 1.40570  0.15
45 H 5.03519 -1.26302 2.50165  0.37
46 H 6.03463 -0.76558 1.02914  0.37
47 H -1.77129 2.33096 0.17327  0.54
48 H -1.24065 -0.51965 1.60529  0.17
49 H -1.80153 1.05424 2.38646  0.45
50 H -3.89769 1.28561 0.84493  0.21
51 H -3.54052 -0.35102 0.05667  0.10
52 H -3.49463 -1.18186 2.79170  -0.13
53 H -4.70846 0.28854 2.94537  0.31
54 H -4.98887 -2.25544 1.68901  0.29
55 H -0.32758 -1.36463 -0.96391  0.07
56 H -1.93823 -1.00074 -1.47469  0.34
57 H -2.90118 0.96939 -1.60205  0.54
58 H -2.00136 2.51418 -2.01272  0.35
59 H -0.97385 0.89158 -4.20043  0.00
60 H -2.24539 3.13823 -4.07979  0.34
61 H -3.91734 2.15704 -4.12024  0.29
62 H -2.60153 1.99880 -5.50764  0.39
63 H -3.75385 -0.35540 -3.26444  0.26
64 H -3.25256 -0.31683 -5.04587  0.38
65 H -2.22948 -1.35854 -3.77213  0.25
66 H 0.21424 -0.64147 -3.21917  0.14
67 H 1.84448 -0.94372 -2.43573  0.22
68 H 2.97546 0.82780 -3.88295  0.17
69 H 2.01663 -0.38832 -4.88820  0.43
70 H 1.29458 1.30588 -4.71611  0.23
71 H 0.05304 3.15936 -1.53674  0.48
72 H 0.22037 2.56376 -3.32987  0.20
73 H 1.34272 7.55337 -0.88430  0.36
74 H 0.92582 6.16300 0.39838  0.23
75 H -0.26792 6.66262 -1.03664  0.28
76 C -3.73382 -4.07249 5.57125  -0.94
77 C -2.79600 -2.91452 5.68510  0.39
78 O -2.90611 -1.85132 5.13033  -0.47
79 N -1.68466 -2.94846 6.59585  -0.06
80 C -0.44920 -3.48893 5.96610  -0.84
81 H -4.17659 -4.08256 4.57430  0.29
82 H -3.19281 -5.01063 5.71912  0.38
83 H -4.51773 -3.98080 6.32620  0.35
84 H -1.93123 -3.49584 7.42401  0.41
85 H -1.52800 -1.95835 6.81398  0.41
86 H -0.64247 -4.50965 5.63283  0.35
87 H 0.33389 -3.48303 6.72524  0.35
88 H -0.17090 -2.84480 5.13004  0.37

Values from the calculation:
Net charge: +1
Gap between HOMO and LUMO in eV: 6.032
E in hartree: -2280.087763

Here is 4 unconnected molecules or ions with the total composition C3H14O3S in a non-equilibrium geometry from the OMol25 dataset. Energies are from ωB97M-V/def2-TZVPD.

Each line ends with the Mulliken charge.
Element x y z (Å)
1 C -0.77937 2.20507 0.83999  -1.01
2 C -1.23120 1.19545 -0.18880  -0.32
3 S -0.42177 -0.49021 -0.26665  0.37
4 C -1.34539 -1.30546 1.16960  -0.93
5 H -1.12702 3.27298 0.48505  0.30
6 H 0.19995 2.18596 1.09755  0.38
7 H -1.25811 1.86496 1.78090  0.31
8 H -0.86117 1.65270 -1.13583  0.38
9 H -2.27375 0.94497 0.06167  0.35
10 H -2.36220 -0.99591 1.11849  0.35
11 H -1.51327 -2.40819 1.06158  0.36
12 H -1.07946 -1.05206 2.09521  0.45
13 H -4.33906 -2.26264 -2.18117  0.28
14 H -5.80297 -2.11028 -1.82074  0.33
15 O -5.03956 -2.70698 -1.81865  -0.61
16 H 3.05474 1.01438 1.02295  0.25
17 H 4.34049 0.74162 1.44241  0.31
18 O 3.87216 1.48861 1.37494  -0.55
19 H 6.58935 -1.35253 -2.58429  0.34
20 H 5.35458 -0.57032 -1.80097  0.31
21 O 6.02303 -1.31211 -1.75322  -0.65

Values from the calculation:
Net charge: +1
Gap between HOMO and LUMO (spin up / spin down) in eV: 9.559 / 4.700
2S+1: 2
E in hartree: -746.194550

Here is a molecular structure, C22H41BrNP3SV in a non-equilibrium geometry from the OMol25 dataset. Energies are from ωB97M-V/def2-TZVPD.

Each line ends with the Mulliken charge.
Element x y z (Å)
1 V 0.29496 0.68508 -0.00040  -0.78
2 P -1.80593 1.99401 0.06898  1.07
3 P -1.76272 -1.58579 1.52814  0.97
4 P 2.11182 1.97051 -0.45182  1.60
5 H -1.85896 -3.94533 -0.50130  0.47
6 C -1.07895 -3.24450 -0.78897  -0.75
7 C 0.20441 -3.42024 -0.51232  -0.26
8 H 0.60381 -3.52352 0.52027  0.23
9 C -3.01487 1.70268 -1.27528  -1.08
10 C -2.85307 1.97202 1.53249  -1.09
11 C -1.22010 3.70865 -0.05654  -1.29
12 C -1.34081 -3.24754 2.24556  -1.62
13 C -2.03249 -0.91590 3.22961  -1.40
14 C -3.55546 -1.88645 1.17335  -1.36
15 C 3.48160 0.80341 -0.82081  -1.34
16 C 2.68349 2.93296 1.00653  -1.42
17 C 2.04982 3.15774 -1.82665  -1.17
18 H -1.42702 -2.38897 -1.40198  0.18
19 H 0.95486 -3.31022 -1.30572  0.34
20 H -3.80955 2.46424 -1.23764  0.45
21 H -3.47435 0.71050 -1.13913  0.30
22 H -2.52481 1.73633 -2.25935  0.37
23 H -3.54972 2.81205 1.51966  0.63
24 H -2.23362 2.06762 2.42558  0.33
25 H -3.43683 1.05042 1.58007  0.15
26 H -2.06997 4.40112 -0.04915  0.53
27 H -0.61520 3.85511 -0.96076  0.26
28 H -0.60025 3.93089 0.82170  0.30
29 H -2.13899 -3.62669 2.91168  0.52
30 H -0.42563 -3.15317 2.84186  0.32
31 H -1.18323 -4.01313 1.49201  0.54
32 H -2.67651 -1.63923 3.74983  0.56
33 H -2.50768 0.06791 3.22618  0.33
34 H -1.07519 -0.84481 3.75581  0.28
35 H -3.90417 -2.75444 1.74183  0.42
36 H -3.73051 -2.06449 0.10729  0.38
37 H -4.17537 -1.04672 1.50730  0.48
38 H 4.45669 1.31286 -0.85297  0.50
39 H 3.28026 0.27152 -1.76442  0.29
40 H 3.56047 0.07104 -0.01134  0.31
41 H 3.63896 3.43376 0.78863  0.49
42 H 2.85126 2.27591 1.87753  0.34
43 H 1.91710 3.68928 1.24595  0.40
44 H 2.90646 2.96142 -2.48667  0.47
45 H 2.16309 4.18654 -1.44130  0.46
46 H 1.11203 3.00397 -2.39129  0.34
47 C 0.57955 -0.48144 -3.71558  0.61
48 C 0.14171 -0.13260 -5.02685  -0.56
49 C 0.52399 -0.87362 -6.15462  -0.65
50 C 1.31983 -2.02852 -6.02583  -0.35
51 C 1.76515 -2.38059 -4.74860  -0.65
52 C 1.44779 -1.59385 -3.60602  -0.24
53 S -0.07764 0.39874 -2.30710  0.06
54 H 1.15983 -0.49749 0.05946  0.52
55 H -0.57215 0.67565 -5.11079  0.47
56 H 0.14735 -0.57576 -7.14330  0.41
57 H 1.56964 -2.66214 -6.90545  0.42
58 H 2.33966 -3.31745 -4.61504  0.40
59 H 1.80505 -1.87880 -2.62073  0.39
60 Br 2.94626 -2.79211 4.03199  -0.03
61 C 2.03991 -1.13384 3.61943  -0.50
62 C 1.74575 -0.20870 4.61311  -0.30
63 C 0.97288 0.90033 4.28103  -1.07
64 C 0.56808 1.05549 2.95589  -0.55
65 N 0.93392 0.18915 2.00508  1.27
66 C 1.68981 -0.89632 2.29990  -0.68
67 H 2.13225 -0.36494 5.61900  0.51
68 H 0.67892 1.66169 5.01291  0.54
69 H -0.06044 1.88035 2.61385  0.35
70 H 2.01376 -1.56166 1.50620  0.55

Values from the calculation:
Net charge: +3
Gap between HOMO and LUMO (spin up / spin down) in eV: 5.825 / 3.212
2S+1: 3
E in hartree: -5856.727981

Here is a single C14H17NO4S molecule from the OMol25 dataset. Energies are from ωB97M-V/def2-TZVPD.

Each line ends with the Mulliken charge.
Element x y z (Å)
1 C 0.39597 -2.89920 -2.74297  -1.46
2 C 0.31377 -2.43033 -1.31596  1.21
3 O 0.42103 -3.20243 -0.36750  -0.74
4 C 0.10332 -1.02164 -1.10688  0.19
5 S -0.05217 0.13694 -2.39104  -0.28
6 C -0.24901 1.44220 -1.26843  -0.05
7 C -0.44557 2.83763 -1.78623  1.84
8 C -1.70939 2.86980 -2.65592  -1.62
9 C 0.77137 3.22683 -2.63601  -1.63
10 C -0.59703 3.82594 -0.62805  -1.99
11 C -0.19729 1.00585 0.02148  -0.54
12 C 0.00121 -0.38833 0.13011  -0.76
13 N 0.09398 -1.11585 1.29151  -0.05
14 C 0.03062 -0.64559 2.57036  0.56
15 O -0.13375 0.52254 2.86049  -0.64
16 C 0.17776 -1.68807 3.61832  -0.18
17 C 0.69576 -2.90716 3.46655  -0.28
18 C 0.84384 -3.85529 4.59104  0.22
19 O 1.35255 -4.94248 4.49097  -0.55
20 O 0.35556 -3.39650 5.75215  -0.44
21 H 1.21764 -2.39662 -3.24951  0.37
22 H 0.55286 -3.97401 -2.76727  0.39
23 H -0.52466 -2.65010 -3.26702  0.37
24 H -1.87474 3.87481 -3.03603  0.43
25 H -2.57859 2.57275 -2.07317  0.37
26 H -1.60977 2.19156 -3.50057  0.42
27 H 0.65257 4.23849 -3.01585  0.44
28 H 1.67979 3.18566 -2.03900  0.37
29 H 0.88033 2.54988 -3.48052  0.42
30 H -0.73804 4.82957 -1.02194  0.42
31 H -1.45883 3.57432 -0.01549  0.42
32 H 0.29076 3.82574 -0.00109  0.42
33 H -0.29408 1.63243 0.88710  0.82
34 H 0.22093 -2.11577 1.11238  0.33
35 H -0.13197 -1.35432 4.59976  0.43
36 H 1.06036 -3.29867 2.52685  0.42
37 H 0.48288 -4.06060 6.44739  0.34

Values from the calculation:
Gap between HOMO and LUMO in eV: 8.014
E in hartree: -1297.626795

The records above give, respectively, energy above the lowest of the compared OMol25 structures with the same formula, charge and spin values of 764.7 1345.0 241.3 0.0 0.0 kJ/mol.